The following is a quantum chemistry calculation of C40H32Cl5N2O4Rb as an isolated structure, from the Open Molecules 2025 dataset.

```
84
Properties=species:S:1:pos:R:3:forces:R:3
O -1.5358 0.9615 0.1026 0.13 0.23 0.01
H 0.1975 2.1146 1.4824 0.02 -0.01 -0.06
C -1.4246 1.0287 -4.0093 0.00 -0.01 -0.06
C 3.2610 -2.7997 0.2265 0.07 -0.17 -0.10
C -2.2991 3.4780 0.5196 -0.01 -0.01 0.01
H 4.2443 -2.2758 3.9019 0.00 -0.01 0.00
C 2.5665 3.1322 2.3540 0.03 0.02 -0.04
C 0.7670 1.9827 -3.9942 0.01 0.03 0.00
C 3.9722 -2.4350 2.8638 0.09 -0.08 0.03
C 0.7194 2.0791 -2.6101 0.01 -0.02 -0.02
H -2.6129 6.8524 0.3873 0.00 0.00 0.00
C -0.6295 1.8235 -0.3798 0.02 -0.04 0.00
H 1.5748 2.4617 -2.0756 0.03 0.05 0.02
C 4.0167 2.8629 0.3119 -0.01 0.02 0.04
H 1.6713 2.7820 2.8630 -0.05 -0.02 0.01
H 4.0519 2.4300 -0.6854 -0.01 -0.02 -0.02
C -7.2008 -5.0828 -0.0298 -0.07 -0.08 0.02
H 2.9830 -2.9650 -0.8073 -0.03 0.01 0.01
H 5.1921 -4.1959 2.6403 -0.01 0.00 0.01
H -2.7651 2.5752 0.8943 -0.01 -0.02 0.01
Cl -9.1309 -3.1902 -0.1961 0.01 0.00 0.00
C 3.0945 -1.5574 2.2480 0.00 -0.02 -0.15
H -2.3401 0.8177 -2.0683 -0.03 -0.03 0.01
H -0.1310 -1.8802 1.7856 -0.10 -0.01 -0.09
C 2.7387 2.4310 1.0052 -0.04 -0.04 -0.06
C -2.1995 5.8635 0.2222 0.03 0.07 -0.01
Cl -3.2010 -5.1792 -0.3091 -0.03 0.02 0.00
C 1.5307 -1.1888 -3.5534 -0.01 -0.03 -0.03
H 4.5146 0.3590 -3.1914 0.00 0.00 0.00
C -1.1330 3.3073 -0.2140 -0.03 -0.04 0.00
C 4.1402 -3.6838 0.8369 -0.02 0.01 -0.11
H 3.8443 0.2143 -0.8199 -0.03 -0.04 -0.04
H 0.8727 -1.5887 -4.3156 0.00 -0.01 0.00
H -1.1592 -1.8925 5.9318 0.00 0.01 0.03
H 3.0326 -0.5632 -4.9552 0.00 0.01 0.01
H 0.2286 -1.7133 -1.9173 -0.03 0.00 0.00
C 4.5050 -3.5079 2.1613 0.02 0.03 0.12
C 3.1814 -0.1519 -1.5943 0.05 0.07 0.07
C -0.4032 1.6550 -1.9019 0.04 0.01 0.01
H -3.7434 4.8506 1.3130 -0.01 0.00 0.00
H -2.2728 0.6187 -4.5468 0.00 -0.01 0.01
N -0.6763 -2.0132 2.7249 0.05 -0.08 -0.03
C -4.8755 -4.5819 -0.2720 0.05 -0.02 -0.01
C -0.5089 4.4388 -0.7337 0.02 -0.01 -0.02
Cl -8.4920 -6.2120 0.2319 0.00 0.00 0.00
C -5.0900 -3.2367 -0.4625 0.07 0.06 -0.04
H 4.0477 3.9496 0.2294 0.00 0.03 0.00
C 3.5621 -0.0871 -2.9248 0.03 -0.03 -0.06
H 1.0067 0.2098 1.9543 0.08 -0.03 0.02
C -1.2054 -1.9801 4.8604 0.08 0.04 -0.09
H 0.3956 4.3340 -1.3148 0.04 0.00 -0.03
C -5.8801 -5.5200 -0.0549 0.08 -0.08 0.00
H -0.5334 6.5722 -0.9339 0.00 0.00 0.00
C 1.4359 0.4809 0.9842 0.02 -0.06 -0.01
Cl -6.8083 -1.1436 -0.6711 0.01 -0.03 0.01
H 4.5383 -4.5175 0.2688 0.00 0.00 0.00
H 4.8800 2.5231 0.8842 0.02 0.00 0.02
C -1.4660 1.1232 -2.6275 -0.04 0.07 0.02
Rb -2.1943 -1.4991 -0.0739 -0.54 -0.40 -0.10
O 0.4442 -1.6409 0.4127 0.06 0.09 -0.08
N -1.9837 -2.3256 2.7683 0.23 0.22 0.02
H 0.8588 -1.5624 4.0888 0.00 0.02 -0.02
C 2.7380 -0.6110 -3.9126 0.05 0.00 -0.03
C 0.6285 1.7548 0.5377 0.00 0.06 0.07
H -0.2623 1.3870 -5.7855 0.00 0.00 0.01
C -6.4121 -2.8608 -0.4288 0.00 0.07 -0.01
O 2.7609 1.0311 1.1863 -0.04 -0.02 0.04
C 1.1520 -1.2417 -2.2201 -0.03 0.01 0.03
H 1.6624 2.2981 -4.5180 0.00 0.00 0.00
H 2.7181 -0.7217 2.8157 -0.05 0.08 0.05
C 1.9642 -0.7188 -1.2247 -0.02 -0.02 -0.04
C -2.8294 4.7421 0.7393 -0.05 0.01 0.02
O 1.6602 2.6766 0.1499 0.01 0.04 0.03
C -0.1819 -1.8038 3.9462 0.14 0.01 0.30
H -3.3203 -2.5183 4.3520 -0.03 0.01 0.01
C -0.3045 1.4646 -4.7044 -0.04 0.00 -0.05
C -1.0340 5.7043 -0.5180 -0.03 0.05 0.01
Cl -5.5373 -7.2107 0.1790 0.00 0.02 0.00
C 1.5737 -0.8931 0.2475 0.13 -0.06 0.04
H 2.4870 4.2102 2.2073 0.00 0.01 0.00
C 2.7188 -1.7198 0.9125 -0.12 0.19 0.33
C -7.4762 -3.7326 -0.2204 -0.08 0.08 -0.01
C -2.3075 -2.2943 4.0560 -0.21 -0.21 -0.03
H 3.4269 2.9159 2.9879 0.03 0.00 0.02
```
Positions in Å, forces in eV/Å.

Properties
Energy above the lowest of the compared OMol25 structures with the same formula, charge and spin (kJ/mol): 4.9
Charge: -2
Gap between HOMO and LUMO (eV): 6.640
Largest force on an atom (hartree/bohr): 0.0132
LUMO energy (eV): 3.900